Entry 1:
37
Properties=species:S:1:pos:R:3:lowdin_charge:R:1 method="wB97M-V/def2-TZVPD" homo_energy_ev=-10.59 orbital_gap_ev=10.15
Kr 8.4071 7.2856 -6.4911 0.39
O 4.4571 7.8885 -7.3327 -0.03
H 4.4333 6.9316 -7.3253 0.03
H 5.1687 8.1062 -7.9347 0.03
O 11.3020 5.8771 -4.5168 -0.06
H 10.3815 5.6209 -4.5741 -0.03
H 11.5218 6.1811 -5.3974 -0.02
O 10.1482 4.5886 -8.6643 -0.06
H 9.3241 5.0153 -8.8987 -0.02
H 10.7601 5.3106 -8.5211 -0.02
O 6.9832 10.2560 -4.8718 -0.07
H 6.4531 9.4773 -4.7018 -0.03
H 7.3681 10.1006 -5.7344 -0.04
O 10.4985 9.4617 -8.1620 -0.05
H 11.1255 9.4597 -7.4388 0.06
H 10.8373 10.1175 -8.7715 0.07
O 8.3885 5.0764 -4.1170 -0.09
H 8.1939 4.5452 -3.3449 0.06
H 8.3722 5.9787 -3.7979 -0.02
O 11.5676 6.9701 -7.4987 -0.07
H 11.1951 7.7676 -7.8748 -0.02
H 12.5049 7.0334 -7.6821 0.06
O 7.5514 10.2994 -7.8973 -0.06
H 8.4894 10.1128 -7.9368 -0.02
H 7.1526 9.6479 -8.4741 0.03
O 7.5695 7.3894 -2.4277 -0.05
H 6.7662 7.3403 -2.9459 -0.01
H 7.8203 8.3125 -2.4605 0.05
O 5.5001 7.7998 -4.5212 -0.06
H 4.7503 7.5645 -3.9746 0.07
H 5.3628 7.3184 -5.3371 0.01
O 7.1464 4.9062 -8.3704 -0.07
H 6.4513 5.0457 -7.7273 0.02
H 6.7644 5.1880 -9.2016 0.04
O 5.6812 3.9519 -4.4319 -0.06
H 5.7240 3.6569 -3.5223 0.03
H 6.3477 4.6360 -4.4940 -0.02

=====

Entry 2:
36
Properties=species:S:1:pos:R:3:lowdin_spin:R:1 method="wB97M-V/def2-TZVPD" spin_multiplicity=2 homo_energy_ev="0.14 / -7.61" orbital_gap_ev="2.47 / 10.09" s_squared=0.751 total_charge=-1
O 2.5962 -0.3416 -1.1353 0.05
H 3.3748 -0.6797 -1.5617 0.01
H 2.1667 -0.1599 -1.9808 0.01
O -3.0191 -2.9632 -1.7096 0.01
H -2.9938 -2.0376 -2.0189 0.00
H -3.4779 -2.9306 -0.8669 0.00
O -2.6509 -0.4183 -2.4512 0.04
H -2.6339 0.2294 -3.1399 0.01
H -2.8336 -0.0643 -1.5849 0.01
O -1.0825 -4.3794 -0.4781 0.01
H -1.5896 -3.8607 0.1404 0.00
H -1.3115 -4.2176 -1.3909 0.00
O -0.4493 1.9865 0.8437 0.10
H -0.2961 2.5427 1.6274 0.07
H 0.4516 1.7103 0.6543 0.03
O -2.2184 3.4828 -0.9878 0.04
H -2.1009 2.5851 -1.1827 0.02
H -1.5923 3.7457 -0.3182 0.02
O 2.3759 0.7266 3.2652 0.05
H 3.0128 0.2051 3.7543 0.01
H 2.8629 1.1653 2.5970 0.02
O 2.4148 2.8729 1.2999 0.15
H 3.1350 3.3593 0.8764 0.04
H 2.0845 3.6293 1.8213 0.08
O 0.8803 -3.2356 -2.1498 0.01
H 1.4478 -3.7473 -1.5641 0.00
H 0.0565 -3.2496 -1.6419 0.00
O 0.3753 -1.2654 3.4604 0.02
H -0.0440 -1.2273 2.5964 0.01
H 0.6455 -0.3914 3.7403 0.01
O 1.8646 3.0004 -1.7900 0.05
H 1.4682 2.3971 -1.1843 0.02
H 1.7862 2.8329 -2.7271 0.02
O -1.4018 -0.6224 1.4673 0.04
H -1.3351 0.3394 1.5884 0.01
H -1.9689 -1.0192 2.1315 0.01

=====

Entry 3:
36
Properties=species:S:1:pos:R:3:lowdin_charge:R:1 method="wB97M-V/def2-TZVPD" homo_energy_ev=-10.22 orbital_gap_ev=9.49
O -0.6562 0.1698 -0.4032 -0.04
H -0.3612 -0.6522 -0.0114 0.03
H 0.0246 0.8026 -0.1747 0.04
O -0.3821 1.0486 2.7581 -0.04
H 0.3664 1.5170 3.1276 0.05
H 0.0058 0.3168 2.2782 -0.01
O -3.2315 -0.0183 0.3541 -0.06
H -2.3019 -0.0237 0.1257 -0.04
H -3.5216 -0.9174 0.2002 0.02
O -2.7268 -0.8658 -2.9632 -0.06
H -1.8794 -1.2228 -2.6972 -0.04
H -3.3697 -1.4614 -2.5783 0.03
O 1.1969 -1.4189 1.9335 -0.02
H 0.6587 -2.1527 1.6366 0.03
H 1.9207 -1.8285 2.4074 0.07
O -0.4125 -2.2370 -2.3844 -0.04
H 0.0432 -1.5991 -1.8351 -0.01
H 0.2371 -2.4996 -3.0365 0.06
O 1.8163 -1.2198 -0.9931 -0.04
H 2.1530 -2.0929 -1.1948 0.06
H 2.3422 -0.9257 -0.2493 0.03
O 0.2496 2.2069 -2.0563 -0.03
H -0.2654 1.4000 -2.0561 0.03
H -0.3174 2.8535 -1.6359 0.06
O 2.5953 1.4229 1.5979 -0.04
H 2.8256 0.5561 1.2634 0.00
H 2.4588 1.9543 0.8135 0.00
O -0.6089 3.2725 1.0625 -0.05
H -0.7498 2.5748 1.7025 -0.02
H -1.4777 3.6496 0.9235 0.04
O 2.8389 1.9545 -1.1817 -0.05
H 3.3753 2.1142 -1.9582 0.05
H 1.9534 1.8303 -1.5231 -0.02
O -1.9665 -2.7652 2.1346 -0.02
H -1.1688 -2.7210 1.6074 0.00
H -1.6644 -3.0222 3.0058 0.04

=====

Entry 4:
36
Properties=species:S:1:pos:R:3:lowdin_charge:R:1 method="wB97M-V/def2-TZVPD" homo_energy_ev=-10.08 orbital_gap_ev=9.34
O -0.1115 1.5487 -2.8970 -0.06
H 0.3673 2.3284 -3.1931 0.03
H 0.5651 0.9891 -2.4936 -0.01
O -3.1045 -0.1348 -1.1333 -0.04
H -2.9639 -0.6083 -0.3051 -0.01
H -2.5787 -0.6064 -1.7901 0.03
O 2.5321 0.0288 -2.4868 -0.04
H 3.3918 0.4404 -2.6278 0.05
H 2.3825 0.1057 -1.5363 0.00
O -1.9711 -1.7270 1.1090 -0.06
H -1.5266 -2.0901 1.8900 0.09
H -2.5062 -2.4577 0.7705 0.09
O -2.0364 0.3089 2.8833 -0.06
H -2.7236 0.9322 3.1529 0.07
H -2.4773 -0.2985 2.2636 0.03
O -1.6406 2.7310 0.3900 -0.06
H -1.0012 1.9948 0.3610 -0.02
H -2.0591 2.6544 1.2498 0.01
O 1.9721 2.5996 0.5439 -0.05
H 1.1452 2.6279 1.0512 0.01
H 2.1637 1.6644 0.4482 -0.02
O 1.1309 -2.3642 -0.7160 -0.05
H 0.9813 -3.3181 -0.7162 0.07
H 1.9558 -2.2447 -0.2314 0.02
O 2.9456 -0.6942 0.6826 -0.04
H 3.4041 -1.5026 0.9429 0.06
H 3.1552 -0.0639 1.3851 0.07
O 0.2941 1.7490 2.9998 -0.07
H -0.6303 1.5219 3.2087 0.01
H 0.6026 1.0059 2.4711 0.00
O -0.1251 0.3148 0.3451 -0.05
H -0.7840 -0.2654 0.7666 0.01
H 0.4451 -0.2876 -0.1488 0.02
O -0.2144 -2.1692 -3.2017 -0.05
H 0.1352 -2.2073 -2.2951 -0.02
H -1.1149 -2.5058 -3.1429 0.03

=====

Entry 5:
36
Properties=species:S:1:pos:R:3:lowdin_charge:R:1 method="wB97M-V/def2-TZVPD" homo_energy_ev=-10.17 orbital_gap_ev=9.91
O -2.4377 -2.9898 0.5455 -0.04
H -2.1923 -2.0885 0.3364 -0.01
H -3.1438 -2.9038 1.1861 0.03
O 1.4924 -0.8404 2.5948 -0.07
H 2.1568 -0.4309 2.0406 -0.02
H 1.1462 -0.1224 3.1247 -0.02
O -2.2687 -0.5655 2.7865 -0.04
H -2.2529 0.0836 2.0832 -0.02
H -3.0988 -1.0272 2.6683 0.02
O -2.2078 -0.8738 -2.0323 -0.03
H -2.3316 -1.8181 -2.1287 0.05
H -1.2687 -0.7693 -1.8794 0.00
O -1.2511 2.5536 1.2009 -0.03
H -1.7780 1.8813 0.7689 -0.02
H -1.2191 3.2744 0.5719 0.05
O -2.8470 0.4358 0.3386 -0.05
H -3.4919 1.1309 0.2076 0.08
H -2.6733 0.1007 -0.5411 0.01
O 0.1511 -2.5820 -3.5725 -0.04
H 0.0512 -2.1821 -2.7086 0.00
H -0.7018 -2.9769 -3.7541 0.03
O 3.0268 1.1617 1.0354 -0.05
H 3.0796 0.8161 0.1443 -0.03
H 3.9383 1.2939 1.2960 0.05
O 3.1525 0.2419 -1.4650 -0.03
H 3.0013 -0.6568 -1.7580 0.09
H 4.0234 0.4594 -1.7975 0.10
O 0.5400 1.6183 3.3615 -0.05
H -0.0534 1.5813 2.6114 0.00
H 0.7837 2.5415 3.4294 0.05
O 2.3855 1.1809 -3.7300 -0.06
H 2.3626 0.6449 -2.9373 -0.03
H 2.7103 2.0317 -3.4351 0.03
O 0.1945 -0.1843 -0.5051 -0.02
H 1.1439 -0.0738 -0.4538 0.01
H -0.1222 0.0537 0.3663 0.03

=====

Entry 6:
36
Properties=species:S:1:pos:R:3:lowdin_charge:R:1 method="wB97M-V/def2-TZVPD" homo_energy_ev=-9.22 orbital_gap_ev=8.68
O 3.3131 -1.5635 -0.3396 -0.03
H 2.7941 -1.4605 0.4324 -0.04
H 3.8821 -2.2775 -0.0976 0.03
O 1.0571 -2.4355 -1.5966 -0.05
H 0.5601 -2.3195 -2.4516 0.09
H 0.4641 -2.5375 -0.9056 -0.07
O -2.2049 -1.6165 -1.0446 -0.05
H -2.6519 -1.1125 -1.7546 0.06
H -1.5619 -1.0075 -0.7176 -0.04
O -1.7419 2.6895 -1.8146 -0.04
H -2.6589 2.8205 -1.5726 0.05
H -1.6609 2.0975 -2.5686 0.06
O 1.5871 -1.2585 1.8444 -0.01
H 1.8741 -0.6515 2.5224 0.07
H 0.6841 -1.4325 1.9754 -0.03
O -2.6739 0.8315 0.8304 -0.05
H -2.5519 1.2965 1.6434 0.02
H -1.7839 0.8475 0.4514 -0.02
O 2.0751 0.1865 -2.1496 -0.04
H 1.7281 -0.5235 -1.6876 -0.07
H 1.6601 0.9685 -1.8316 -0.06
O -0.3079 3.8705 0.5974 -0.04
H 0.4051 4.5545 0.5804 0.08
H -0.0629 3.3275 1.3254 0.03
O -0.3899 -3.2865 0.5754 -0.02
H -1.1379 -2.7125 0.7444 0.02
H -0.1889 -3.6195 1.4294 0.04
O 1.1431 2.5275 -1.2596 -0.07
H 0.3161 2.9855 -1.0546 0.00
H 1.7381 3.0485 -0.6566 0.09
O -0.1239 0.1335 -0.1626 -0.01
H 0.1891 0.9845 -0.3226 -0.01
H 0.4111 -0.2415 0.5414 0.03
O -1.1559 -1.1455 2.5374 0.00
H -0.9449 -0.9045 3.4224 0.05
H -2.0809 -1.0645 2.5364 0.04

=====

What did we get for energy above the lowest of the compared OMol25 structures with the same formula, charge and spin? Answer: 1.2339 1.9466 1.8764 2.3785 1.9992 2.4897 eV, in the order shown.